Entry 1:
Computed, not measured: 2 unconnected molecules or ions with the total composition C4H15N2O, with ωB97M-V/def2-TZVPD.

Summary:
ΔE to the lowest compared entry with this formula, charge and spin: 3.4 kcal/mol
orbital gap: 10.9 eV
molar mass: 107.18 u

The geometry in ORCA input format:
```
! wB97M-V def2-TZVPD RIJCOSX def2/J DEFGRID3
* xyz 1 1
O -1.342 -0.175 3.103
N -1.531 1.144 -1.162
N 0.308 0.319 0.882
C 2.299 -0.932 0.125
C 0.851 -0.613 -0.177
C -0.801 0.164 -2.012
C 0.651 -0.013 -1.567
H -0.432 0.876 0.411
H 0.305 -1.532 -0.054
H 0.939 0.955 1.344
H -0.770 0.531 -3.032
H -1.621 0.691 3.425
H -1.316 -0.797 -2.022
H 1.127 -0.748 -2.229
H -2.452 0.788 -0.946
H 2.450 -1.558 1.014
H 1.228 0.895 -1.681
H 2.911 -0.060 0.338
H -0.195 -0.187 1.640
H -1.948 -0.852 3.417
H -1.637 2.056 -1.584
H 2.812 -1.404 -0.703
*
```


Entry 2:
Computed, not measured: a molecular structure, C2H4ClI, with ωB97M-V/def2-TZVPD.

Summary:
ΔE to the lowest compared entry with this formula, charge and spin: 81.8 kcal/mol
orbital gap (spin up / spin down): 8.3 / 8.2 eV
molar mass: 190.41 u

The geometry in ORCA input format:
```
! wB97M-V def2-TZVPD RIJCOSX def2/J DEFGRID3
* xyz 0 1
I -2.266 -0.644 2.187
Cl -2.409 -1.290 -0.933
C 0.594 -0.226 0.057
C -1.857 -0.206 0.250
H -1.856 0.892 0.179
H 0.858 0.806 0.029
H 0.887 -1.018 0.626
H 0.323 -0.559 -0.934
*
```


Entry 3:
Computed, not measured: 2 unconnected molecules or ions with the total composition C7H12ClO3, with ωB97M-V/def2-TZVPD.

Summary:
orbital gap: 6.7 eV
molar mass: 179.62 u

The geometry in ORCA input format:
```
! wB97M-V def2-TZVPD RIJCOSX def2/J DEFGRID3
* xyz -1 1
Cl -2.411 1.460 0.201
O -1.331 -2.070 -0.990
O -0.226 0.104 2.153
O -2.103 -1.535 1.069
C 0.351 0.296 1.037
C 0.755 1.742 0.616
C -1.646 0.184 -0.652
C 1.117 -0.769 0.328
C 2.608 -0.955 0.750
C -1.725 -1.141 -0.250
C -1.726 0.570 -2.117
H -2.556 1.358 -2.326
H 2.861 -1.874 0.328
H 3.400 -0.168 0.380
H -0.805 1.049 -2.535
H -1.932 -0.201 -2.793
H -1.693 -0.875 1.626
H 0.044 2.424 0.871
H 1.647 1.798 1.165
H 0.987 -0.612 -0.704
H 2.722 -0.863 1.821
H 0.666 -1.832 0.465
H 0.996 1.908 -0.443
*
```


Entry 4:
Computed, not measured: a molecular structure, C21H31NOP2SY, with ωB97M-V/def2-TZVPD.

Summary:
ΔE to the lowest compared entry with this formula, charge and spin: 0.0 kcal/mol
orbital gap: 5.5 eV
molar mass: 496.41 u

The geometry in ORCA input format:
```
! wB97M-V def2-TZVPD RIJCOSX def2/J DEFGRID3
* xyz 1 1
Y 0.951 -0.467 0.723
S 2.723 2.583 1.430
P -1.379 1.192 1.347
P 0.847 1.057 -1.719
O 2.117 1.106 1.477
N -1.454 -1.113 -0.786
C -3.138 -3.247 2.366
C -2.107 -3.827 1.629
C 0.119 -1.892 -4.001
C -0.722 -1.784 -1.742
C -1.477 -3.088 0.621
C 0.266 -3.843 -2.552
C -2.878 -1.144 1.176
C -1.426 1.278 3.177
C -0.170 -3.426 -0.029
C -0.368 0.388 -2.968
C 4.320 2.313 0.645
C -3.017 0.348 1.077
C 3.281 2.809 3.125
C 0.581 2.851 -1.908
C -3.494 -1.905 2.160
C 0.380 -3.259 -3.812
C 2.395 0.836 -2.669
C -1.973 -1.806 0.288
C -1.851 2.898 0.908
C -0.347 -1.111 -2.947
C -0.213 -3.077 -1.482
H 3.231 1.277 -2.110
H -1.355 0.770 -2.665
H -0.441 3.119 -1.609
H -0.096 0.790 -3.954
H -2.287 2.921 -0.101
H 0.671 -2.711 0.508
H -1.347 0.265 3.584
H 0.535 -4.891 -2.394
H 0.199 -1.232 2.319
H -0.564 1.867 3.518
H -4.249 -1.437 2.793
H 3.822 3.761 3.185
H 4.263 1.468 -0.053
H 0.719 -3.849 -4.666
H -3.651 -3.818 3.135
H 0.105 -4.471 0.135
H -3.344 0.643 0.068
H 2.308 1.330 -3.648
H 4.574 3.235 0.108
H 2.592 -0.232 -2.821
H 3.934 1.972 3.400
H -1.783 -4.853 1.831
H -2.359 1.750 3.521
H -3.732 0.736 1.817
H 5.074 2.119 1.421
H 0.748 3.150 -2.954
H -2.580 3.308 1.625
H 1.288 3.393 -1.263
H 2.402 2.852 3.779
H -0.948 3.523 0.915
H 0.304 -1.419 -4.964
*
```


Entry 5:
Computed, not measured: a molecular structure, C34H30N5PZr, with ωB97M-V/def2-TZVPD.

Summary:
orbital gap: 5.5 eV
molar mass: 630.85 u

The geometry in ORCA input format:
```
! wB97M-V def2-TZVPD RIJCOSX def2/J DEFGRID3
* xyz 4 1
Zr 0.447 -0.295 0.143
P -0.237 -0.412 2.742
N 2.581 1.842 -2.797
N -0.632 1.526 -1.026
N 1.863 0.524 -1.173
N -1.109 -1.289 -0.979
N -2.932 -1.120 -2.235
C 1.227 -1.539 2.554
C -1.723 -2.567 -1.042
C 5.546 -0.397 -2.804
C 4.792 0.667 -3.261
C 0.381 2.426 -1.648
C 0.639 1.139 2.109
C 2.586 2.469 1.510
C -1.888 -0.480 -1.732
C -2.229 -4.875 -0.792
C 2.263 -3.234 1.126
C -0.715 0.066 7.266
C -0.732 -1.189 6.673
C -0.362 1.102 5.124
C -3.397 -4.727 -1.550
C 5.107 -1.216 -1.754
C -1.502 0.924 -2.079
C 3.571 0.878 -2.632
C -2.882 -2.446 -1.829
C 3.890 -1.013 -1.130
C 1.801 3.615 1.475
C 0.431 3.532 1.713
C -0.152 2.304 1.994
C -1.379 -3.818 -0.529
C 3.118 0.046 -1.595
C 2.024 1.234 1.828
C -0.579 -1.316 5.303
C 1.607 1.613 -1.927
C -3.737 -3.507 -2.096
C 3.317 -3.322 2.024
C -0.370 -0.162 4.541
C 2.291 -1.646 3.443
C 1.225 -2.328 1.378
C 3.324 -2.542 3.177
C -0.523 1.205 6.496
H 2.261 4.578 1.294
H 0.635 3.232 -0.952
H 3.561 -1.638 -0.309
H -0.171 4.433 1.713
H -0.878 -2.075 7.274
H -2.397 1.529 -2.258
H -4.620 -3.380 -2.706
H -1.230 2.107 -0.435
H 6.504 -0.600 -3.262
H 2.631 2.594 -3.477
H 4.115 -4.030 1.849
H -0.503 2.182 6.958
H 2.699 0.401 2.015
H -1.983 -5.854 -0.404
H -1.214 2.252 2.228
H -4.031 -5.586 -1.720
H -0.473 -4.013 0.027
H 0.261 -2.457 0.854
H 2.302 -1.060 4.354
H -0.943 0.884 -3.022
H 5.745 -2.024 -1.428
H 3.655 2.547 1.361
H 4.133 -2.651 3.888
H -0.619 -2.295 4.843
H -0.862 0.160 8.333
H 2.218 -3.907 0.276
H 5.140 1.302 -4.063
H -0.219 1.997 4.535
H -0.010 2.904 -2.552
H -3.650 -0.747 -2.845
*
```


Entry 6:
Computed, not measured: a molecular structure, C24H37BBrF2N7O2PtSb, with ωB97M-V/def2-TZVPD.

Summary:
orbital gap (spin up / spin down): 4.3 / 4.3 eV
molar mass: 901.16 u

The geometry in ORCA input format:
```
! wB97M-V def2-TZVPD RIJCOSX def2/J DEFGRID3
* xyz 3 1
Pt -0.479 0.875 -0.026
Sb 1.985 -0.108 -1.505
Br -3.622 1.148 6.680
F 2.071 1.843 1.136
F 0.415 1.805 2.607
O -2.300 1.951 1.599
O -1.139 -0.402 1.390
N -0.443 3.779 -3.151
N -1.156 -3.211 4.530
N -1.813 1.960 -2.943
N -3.355 0.307 -3.284
N -1.810 0.072 -1.552
N -0.439 -2.739 2.547
N -0.024 2.285 -1.416
C 0.650 4.645 -2.695
C 0.530 -6.467 3.962
C 0.003 -4.037 2.819
C 2.371 -2.112 -0.885
C -2.878 1.549 3.961
C 3.728 2.459 -1.298
C -2.862 0.666 5.038
C 0.997 -6.166 2.676
C 0.692 -1.048 -4.144
C -0.207 -5.563 4.700
C -2.326 0.729 -2.543
C -1.706 -0.069 2.599
C -1.129 -2.263 3.588
C 3.707 -2.600 -1.440
C 0.745 -4.947 2.076
C -1.304 4.273 -4.237
C -2.813 3.287 1.660
C 3.806 0.945 -1.139
C -1.728 -0.954 3.690
C -0.732 2.671 -2.474
C -2.306 -0.552 4.911
C 1.845 -0.197 -3.628
C -2.309 1.170 2.760
C -0.458 -4.339 4.093
B 0.782 1.605 1.381
H -2.309 -1.192 5.783
H 3.023 2.905 -0.604
H -1.323 3.579 -5.080
H 4.542 -1.993 -1.089
H 3.720 -2.606 -2.531
H 4.704 2.898 -1.090
H 0.695 -1.062 -5.234
H -3.831 -0.550 -3.051
H 4.127 0.651 -0.140
H 1.535 -2.716 -1.238
H -0.310 -2.190 1.714
H -2.317 4.482 -3.886
H -3.342 2.518 4.075
H -0.892 5.207 -4.603
H -2.250 -0.830 -1.407
H 1.799 0.831 -3.990
H 1.570 -6.912 2.142
H -2.289 3.852 2.431
H 4.500 0.513 -1.867
H 1.107 -4.719 1.083
H 2.356 -2.109 0.205
H 0.649 2.985 -1.138
H 0.885 5.352 -3.483
H 3.465 2.739 -2.320
H 0.374 5.204 -1.798
H 3.889 -3.624 -1.109
H -2.304 2.400 -3.705
H 2.817 -0.602 -3.930
H -3.695 0.806 -4.090
H 1.555 4.063 -2.505
H 0.772 -2.082 -3.808
H -3.886 3.269 1.851
H -1.622 -3.134 5.420
H 0.755 -7.436 4.386
H -0.567 -5.798 5.692
H -2.617 3.717 0.683
H -0.274 -0.663 -3.816
*
```


Entry 7:
Computed, not measured: 4 unconnected molecules or ions with the total composition C6H22N2O3, with ωB97M-V/def2-TZVPD.

Summary:
ΔE to the lowest compared entry with this formula, charge and spin: 9.1 kcal/mol
orbital gap (spin up / spin down): 9.9 / 5.0 eV
molar mass: 170.25 u
⟨S²⟩: 0.754

The geometry in ORCA input format:
```
! wB97M-V def2-TZVPD RIJCOSX def2/J DEFGRID3
* xyz 1 2
O 0.992 1.872 1.654
O -1.111 3.768 0.356
O -1.011 -3.476 -1.027
N -0.859 -1.045 0.798
N 1.843 1.765 -1.642
C -0.379 -0.218 -1.545
C -1.070 0.050 -0.142
C 2.066 0.424 -1.117
C -2.064 -1.399 1.585
C 1.132 -0.650 -1.598
C 0.232 -0.962 1.834
H 1.131 -0.700 1.288
H -0.570 0.713 -2.083
H -0.973 -2.674 -0.489
H -2.807 -0.600 1.723
H 1.631 1.859 2.379
H -0.081 -3.641 -1.253
H 1.639 2.075 0.953
H -0.531 0.909 0.275
H -0.963 -0.991 -2.058
H 0.056 -0.162 2.556
H 2.115 0.484 -0.036
H 0.217 -1.927 2.308
H -0.640 3.251 1.020
H 1.239 -1.642 -1.144
H 1.177 -0.873 -2.672
H -1.907 3.269 0.181
H 1.788 1.766 -2.651
H -1.820 -1.877 2.521
H -2.611 -2.064 0.890
H 3.098 0.075 -1.344
H -2.120 0.272 -0.333
H 1.161 2.347 -1.185
*
```


Entry 8:
Computed, not measured: a molecular structure, C31H27ClFN3O9S2Ti, with ωB97M-V/def2-TZVPD.

Summary:
ΔE to the lowest compared entry with this formula, charge and spin: 17.4 kcal/mol
orbital gap (spin up / spin down): 4.4 / 5.7 eV
molar mass: 752.02 u
⟨S²⟩: 2.035

The geometry in ORCA input format:
```
! wB97M-V def2-TZVPD RIJCOSX def2/J DEFGRID3
* xyz -2 3
Ti 0.177 0.153 1.217
Cl 2.857 -6.785 0.868
S 3.031 0.122 1.772
S 0.673 0.064 4.509
F 2.574 1.040 -5.013
O -0.020 -1.123 4.925
O 0.581 1.190 5.398
O -1.663 0.649 1.208
O 4.295 -0.027 1.098
O 0.268 0.289 -0.635
O 2.536 1.479 1.836
O 1.979 -0.796 1.279
O -3.681 1.269 0.524
O 0.342 0.443 3.120
N 0.107 2.761 0.977
N -0.133 4.876 1.480
N -2.710 0.646 -3.429
C -1.057 1.017 -5.177
C 0.291 1.102 -5.580
C -2.528 0.883 0.316
C 1.831 -5.345 0.996
C -2.061 0.688 -1.130
C 0.998 0.744 -3.290
C 0.147 -3.083 1.220
C 2.814 -0.857 5.776
C 1.698 -4.697 2.213
C -0.352 0.668 -2.874
C 0.920 3.511 0.156
C 0.789 4.830 0.446
C 0.336 -3.759 0.000
C -3.004 0.759 -2.081
C 3.336 -0.420 3.467
C 2.413 -0.415 4.512
C -3.285 0.157 -5.765
C -0.689 0.509 -1.507
C 5.004 -1.332 4.964
C 1.156 -4.873 -0.116
C -2.192 1.140 -6.156
C -3.816 0.440 -4.368
C 0.870 -3.593 2.318
C -0.725 -1.925 1.345
C -0.512 3.600 1.765
C -1.370 0.777 -3.854
C -4.713 -0.703 -3.911
C 1.268 0.959 -4.621
C -1.498 3.276 2.834
C 4.102 -1.302 6.000
C 4.625 -0.898 3.704
H -1.181 3.700 3.789
H -0.176 -3.384 -0.882
H -2.601 2.159 -6.148
H 2.086 -0.851 6.577
H -4.035 0.935 -1.803
H 1.243 5.714 0.036
H -5.213 -0.489 -2.967
H -2.865 -0.855 -5.777
H -1.579 2.199 2.937
H -1.516 -1.904 0.593
H -1.837 0.944 -7.171
H 4.393 -1.636 6.990
H 5.313 -0.915 2.871
H 1.787 0.627 -2.559
H -2.488 3.658 2.572
H 1.554 3.036 -0.575
H 0.559 1.275 -6.615
H -4.418 1.360 -4.404
H -4.126 0.179 -6.462
H 2.244 -5.059 3.077
H -0.469 5.699 1.948
H -4.114 -1.607 -3.777
H 0.766 -3.094 3.276
H 6.011 -1.702 5.126
H 1.271 -5.376 -1.069
H -1.138 -1.823 2.352
H -5.479 -0.895 -4.669
*
```


Entry 9:
Computed, not measured: a single C6H11NS molecule, with ωB97M-V/def2-TZVPD.

Summary:
ΔE to the lowest compared entry with this formula, charge and spin: 77.7 kcal/mol
SMILES: S=CNCC1CCC1
orbital gap: 9.3 eV
molar mass: 129.23 u

The geometry in ORCA input format:
```
! wB97M-V def2-TZVPD RIJCOSX def2/J DEFGRID3
* xyz 0 1
S 3.569 -0.708 -0.108
N 1.437 0.981 -0.513
C -1.282 -0.260 -1.086
C 0.353 1.567 0.254
C 2.293 0.119 0.237
C -0.955 0.493 0.322
C -0.957 -0.875 0.986
C -0.768 -1.536 -0.391
H -2.367 -0.578 -1.074
H 0.986 1.725 1.276
H -0.971 0.371 -2.059
H 1.712 1.105 -1.499
H 0.164 2.481 -0.287
H -1.976 -0.982 1.516
H -0.178 -0.943 1.698
H -1.791 1.076 0.291
H 0.268 -1.819 -0.463
H -1.490 -2.393 -0.420
H 1.954 0.177 1.320
*
```


Entry 10:
Computed, not measured: a molecular structure, C16H10BaF7N3, with ωB97M-V/def2-TZVPD.

Summary:
ΔE to the lowest compared entry with this formula, charge and spin: 0.1 kcal/mol
orbital gap: 7.3 eV
molar mass: 514.59 u

The geometry in ORCA input format:
```
! wB97M-V def2-TZVPD RIJCOSX def2/J DEFGRID3
* xyz 0 1
Ba -0.768 -0.849 -1.253
F 5.082 -0.874 -2.395
F -3.746 -3.005 -0.535
F -5.540 -2.281 -1.533
F -4.106 -0.317 -0.223
F -3.782 -2.791 -2.707
F -4.142 -0.068 -2.432
F 4.105 -0.849 2.143
N -1.479 4.019 -1.485
N -0.093 -0.892 1.258
N -0.792 1.940 -1.447
C -1.079 -0.886 2.154
C -3.557 -0.850 -1.417
C 1.826 -0.927 -0.750
C 3.610 -0.874 0.876
C 0.442 -0.882 3.959
C -0.110 4.069 -1.366
C -0.872 -0.881 3.518
C 4.154 -0.885 -1.416
C -4.196 -2.214 -1.549
C 0.300 2.771 -1.343
C -1.846 2.722 -1.530
C 2.237 -0.899 0.604
C 4.579 -0.868 -0.106
C 1.475 -0.888 3.039
C 1.194 -0.895 1.665
C 2.810 -0.911 -1.737
H -2.094 4.811 -1.530
H -1.708 -0.876 4.203
H 0.434 4.994 -1.308
H 5.629 -0.851 0.148
H 0.662 -0.878 5.018
H 2.487 -0.890 3.398
H -2.867 2.385 -1.624
H 2.543 -0.922 -2.793
H 1.299 2.375 -1.253
H -2.090 -0.883 1.749
*
```


Entry 11:
Computed, not measured: a molecular structure, C26H32ClO4Tl, with ωB97M-V/def2-TZVPD.

Summary:
ΔE to the lowest compared entry with this formula, charge and spin: 17.3 kcal/mol
orbital gap (spin up / spin down): 3.9 / 3.9 eV
molar mass: 648.37 u

The geometry in ORCA input format:
```
! wB97M-V def2-TZVPD RIJCOSX def2/J DEFGRID3
* xyz 0 1
Tl 0.914 -1.582 0.786
Cl 0.113 -1.698 9.523
O 0.891 -3.302 3.051
O 2.008 -1.336 3.116
O 0.441 -0.852 -5.752
O -0.229 0.551 -1.028
C -2.260 1.317 2.769
C -0.937 1.368 -2.020
C 0.252 -0.390 -8.145
C 1.570 2.282 0.911
C 0.761 0.191 -2.038
C -2.704 0.987 1.457
C 1.813 1.310 2.987
C 1.340 -2.291 3.671
C 0.124 1.061 -3.112
C -1.987 0.106 3.468
C 0.765 -3.133 7.322
C 2.299 1.306 1.648
C -0.074 0.092 -6.720
C 1.180 -1.876 -6.454
C 1.070 -2.141 5.142
C 1.330 -1.470 -7.936
C 0.405 -0.742 7.020
C -2.288 -0.980 2.595
C -1.030 2.793 -1.512
C -2.296 0.761 -2.331
C 0.755 2.259 3.067
C 0.744 -0.893 5.678
C 0.422 -1.875 7.850
C 1.143 -3.253 5.983
C -2.719 -0.437 1.350
C 0.613 2.869 1.790
H -0.095 3.653 1.529
H 0.415 1.069 -6.541
H 0.751 -0.028 5.024
H 0.732 -0.881 -2.272
H -2.209 -2.036 2.843
H -1.157 0.222 -6.536
H -2.143 2.320 3.170
H 0.735 -3.999 7.974
H -1.626 0.026 4.490
H 2.174 0.693 3.797
H -0.638 -0.839 -8.592
H -1.536 3.443 -2.239
H -2.176 -0.293 -2.625
H -3.013 1.692 0.685
H -2.948 0.800 -1.448
H 0.123 0.233 7.404
H 0.158 2.460 3.953
H -0.035 3.199 -1.296
H -2.798 1.305 -3.148
H 0.613 -2.823 -6.394
H 3.095 0.673 1.263
H 0.750 1.906 -3.413
H 2.316 -1.022 -8.097
H -0.216 0.476 -3.973
H 1.750 2.561 -0.124
H -1.611 2.816 -0.579
H 0.589 0.435 -8.774
H 1.469 -4.209 5.577
H 1.764 0.502 -1.722
H -3.028 -1.009 0.477
H 1.220 -2.327 -8.605
H 2.146 -2.021 -5.941
*
```


Max |F| for the records above, in order: 1.49 4.85 3.52 2.96 1.15 1.42 5.20 1.73 5.09 1.09 1.57 eV/Å